(1)
Formula: C34H26Cl5F4Ge2N4Rh
Source: the Open Molecules 2025 dataset
Level of theory: wB97M-V/def2-TZVPD

Values from the calculation:
- Multiplicity: 5
- Lowest unoccupied orbital energy (spin up / spin down): -6.8 / -9.5 eV
- Orbital gap (spin up / spin down): 6.586 / 4.158 eV
- ΔE to the lowest compared entry with this formula, charge and spin: 3.68 kcal/mol
- Total charge: +2

Atoms and positions in Å:
Rh: -1.152 1.931 0.852
C: -3.213 -1.888 -0.380
C: -2.596 -0.806 0.501
Ge: -2.198 0.581 -0.933
C: -3.916 0.982 -1.764
C: -4.035 0.385 -3.168
C: -0.746 0.002 -2.041
C: 0.538 0.324 -1.853
Ge: 0.989 1.684 -0.504
C: 1.393 3.534 -1.028
C: 2.701 3.800 -1.772
C: 2.167 1.203 0.998
C: 3.580 0.771 0.595
C: 1.619 -0.241 -2.692
C: 1.457 -1.473 -3.341
C: 2.472 -1.998 -4.116
C: 3.669 -1.303 -4.266
C: 3.847 -0.085 -3.624
C: 2.829 0.432 -2.840
H: -3.432 -2.744 0.263
H: -2.530 -2.236 -1.154
H: -4.149 -1.586 -0.843
H: -1.679 -1.135 0.963
H: -3.278 -0.386 1.235
H: -4.063 2.060 -1.811
H: -4.696 0.605 -1.101
H: -3.360 0.884 -3.864
H: -5.049 0.508 -3.548
H: -3.802 -0.681 -3.194
H: -1.011 -0.652 -2.868
H: 1.405 4.069 -0.074
H: 0.568 3.932 -1.608
H: 3.571 3.444 -1.226
H: 2.830 4.872 -1.907
H: 2.704 3.346 -2.760
H: 1.719 0.420 1.595
H: 2.213 2.098 1.625
H: 3.568 -0.122 -0.025
H: 4.159 0.554 1.492
H: 4.113 1.549 0.052
H: 0.549 -2.043 -3.218
H: 2.338 -2.957 -4.595
H: 4.460 -1.715 -4.878
H: 4.771 0.462 -3.734
H: 2.993 1.391 -2.362
Cl: -1.431 3.074 -2.827
C: -1.952 3.997 -1.481
C: -1.703 3.513 -0.178
C: -1.943 4.455 0.853
Cl: -1.422 3.896 2.432
C: -2.502 5.706 0.711
Cl: -2.780 6.731 2.038
C: -2.826 6.099 -0.610
Cl: -3.515 7.606 -0.874
C: -2.522 5.242 -1.703
Cl: -2.839 5.799 -3.280
F: 0.010 -3.073 6.210
C: 0.283 -3.455 4.977
C: 0.568 -4.800 4.749
F: 0.545 -5.600 5.797
C: 0.845 -5.287 3.466
C: 0.811 -4.350 2.417
C: 0.524 -3.027 2.644
F: 0.525 -2.189 1.592
C: 0.260 -2.524 3.931
C: -0.015 -1.132 4.180
C: -0.365 -0.259 3.133
N: -0.639 0.515 2.312
C: 0.032 -0.518 5.439
N: 0.086 0.045 6.440
F: 1.084 -4.712 1.168
C: 1.150 -6.694 3.225
C: 1.414 -7.590 4.269
N: 1.624 -8.356 5.102
C: 1.179 -7.225 1.928
N: 1.198 -7.660 0.862

***

(2)
Formula: C34H26F3IN2O5PPt
Source: the Open Molecules 2025 dataset
Level of theory: wB97M-V/def2-TZVPD

Values from the calculation:
- Lowest unoccupied orbital energy: 1.7 eV
- Orbital gap: 6.194 eV
- ΔE to the lowest compared entry with this formula, charge and spin: 18.43 kcal/mol
- Total charge: -1

Atoms and positions in Å:
Pt: -1.088 -1.811 -0.440
I: -2.963 -3.556 1.960
C: -2.875 -2.482 0.025
H: -3.565 -1.657 0.196
H: -3.324 -3.208 -0.647
O: 0.657 -0.564 -1.082
P: 0.691 0.521 -2.102
C: 2.398 0.772 -2.643
C: 3.359 -0.123 -2.188
C: 4.684 0.030 -2.576
C: 5.045 1.071 -3.418
C: 4.084 1.967 -3.874
C: 2.764 1.819 -3.485
C: 0.212 2.122 -1.423
C: -0.497 3.095 -2.113
C: -0.770 4.315 -1.507
C: -0.323 4.569 -0.221
C: 0.404 3.604 0.468
C: 0.667 2.385 -0.130
C: -0.308 0.249 -3.562
C: -1.691 0.341 -3.408
C: -2.523 0.040 -4.474
C: -1.979 -0.366 -5.684
C: -0.604 -0.471 -5.835
C: 0.234 -0.166 -4.775
H: 3.051 -0.930 -1.533
H: 5.433 -0.665 -2.220
H: 6.079 1.191 -3.718
H: 4.367 2.780 -4.530
H: 2.015 2.522 -3.832
H: -0.854 2.900 -3.117
H: -1.340 5.064 -2.043
H: -0.550 5.515 0.255
H: 0.751 3.797 1.475
H: 1.198 1.611 0.413
H: -2.110 0.611 -2.443
H: -3.596 0.096 -4.348
H: -2.633 -0.619 -6.510
H: -0.182 -0.805 -6.775
H: 1.307 -0.254 -4.891
F: -2.189 -2.721 -2.920
C: -1.147 -2.954 -2.041
F: -0.028 -2.857 -2.843
F: -1.250 -4.304 -1.803
O: -2.212 0.903 0.043
C: -1.723 0.516 1.106
O: -1.091 -0.564 1.341
C: -1.867 1.425 2.327
C: -2.573 2.617 2.199
C: -2.713 3.472 3.279
C: -2.128 3.100 4.478
C: -1.431 1.916 4.645
C: -1.307 1.074 3.551
N: -2.246 4.017 5.633
O: -1.704 3.697 6.675
O: -2.878 5.047 5.481
H: -2.998 2.850 1.232
H: -3.253 4.403 3.207
H: -1.002 1.673 5.605
H: -0.780 0.133 3.622
N: 1.041 -3.340 0.604
C: 1.234 -3.718 1.672
C: 1.452 -4.171 3.020
C: 2.701 -4.671 3.385
C: 2.902 -5.132 4.676
C: 1.863 -5.091 5.596
C: 0.625 -4.579 5.232
C: 0.412 -4.115 3.944
H: 3.500 -4.697 2.656
H: 3.870 -5.522 4.963
H: 2.020 -5.461 6.602
H: -0.181 -4.539 5.953
H: -0.544 -3.712 3.636

***

(3)
Formula: C34H28ClF6O3P2RuS2Sb
Source: the Open Molecules 2025 dataset
Level of theory: wB97M-V/def2-TZVPD

Values from the calculation:
- Multiplicity: 5
- Lowest unoccupied orbital energy (spin up / spin down): -0.9 / -2.2 eV
- Orbital gap (spin up / spin down): 7.779 / 6.514 eV
- ΔE to the lowest compared entry with this formula, charge and spin: 0.35 kcal/mol
- Total charge: 0

Atoms and positions in Å:
Ru: 0.883 2.172 -0.191
S: 0.793 1.310 2.062
P: -0.742 0.259 1.250
C: -0.727 1.038 -0.278
P: -0.906 0.819 -1.964
S: 0.417 2.262 -2.546
C: -0.381 -0.818 -2.498
C: -1.276 -1.884 -2.396
C: -0.851 -3.167 -2.697
C: 0.461 -3.386 -3.102
C: 1.353 -2.328 -3.191
C: 0.938 -1.040 -2.880
C: -2.572 1.074 -2.555
C: -2.949 0.593 -3.811
C: -4.226 0.847 -4.281
C: -5.118 1.577 -3.503
C: -4.738 2.061 -2.260
C: -3.460 1.815 -1.780
C: -0.370 -1.494 1.112
C: -1.286 -2.466 1.501
C: -0.984 -3.808 1.308
C: 0.221 -4.169 0.728
C: 1.136 -3.196 0.340
C: 0.849 -1.857 0.532
C: -2.285 0.426 2.138
C: -2.284 0.822 3.469
C: -3.489 0.936 4.146
C: -4.681 0.661 3.492
C: -4.679 0.270 2.159
C: -3.479 0.152 1.478
H: -2.301 -1.710 -2.090
H: -1.541 -3.996 -2.617
H: 0.788 -4.389 -3.342
H: 2.376 -2.502 -3.497
H: 1.634 -0.212 -2.923
H: -2.250 0.024 -4.412
H: -4.526 0.478 -5.253
H: -6.115 1.776 -3.876
H: -5.427 2.646 -1.665
H: -3.146 2.216 -0.824
H: -2.224 -2.181 1.959
H: -1.689 -4.568 1.618
H: 0.459 -5.215 0.583
H: 2.078 -3.482 -0.108
H: 1.568 -1.098 0.238
H: -1.353 1.068 3.964
H: -3.497 1.256 5.179
H: -5.620 0.765 4.020
H: -5.612 0.070 1.648
H: -3.475 -0.136 0.433
F: 0.008 4.225 0.312
Sb: -1.776 5.001 0.548
F: -2.352 3.291 1.147
F: -3.517 5.672 0.730
F: -1.294 5.424 2.311
F: -1.088 6.622 -0.085
F: -2.115 4.424 -1.219
C: 4.707 0.581 2.818
C: 4.730 -0.558 1.832
C: 4.338 -1.826 2.263
C: 4.416 -2.925 1.430
Cl: 3.951 -4.493 2.028
C: 4.875 -2.796 0.131
C: 5.241 -1.541 -0.318
C: 5.171 -0.432 0.514
O: 5.653 0.729 -0.045
C: 4.972 1.954 0.112
C: 3.479 1.889 -0.099
O: 2.819 2.936 0.236
O: 2.912 0.886 -0.568
H: 4.524 0.198 3.821
H: 3.919 1.305 2.601
H: 5.660 1.111 2.831
H: 3.992 -1.955 3.280
H: 4.948 -3.661 -0.514
H: 5.596 -1.395 -1.330
H: 5.376 2.616 -0.655
H: 5.159 2.427 1.074

***

(4)
Formula: C34H28MoN7S
Source: the Open Molecules 2025 dataset
Level of theory: wB97M-V/def2-TZVPD

Values from the calculation:
- Multiplicity: 3
- Lowest unoccupied orbital energy (spin up / spin down): -10.7 / -10.1 eV
- Orbital gap (spin up / spin down): 5.384 / 6.042 eV
- Total charge: +3

Atoms and positions in Å:
Mo: 0.655 -0.192 1.158
C: 0.515 4.517 5.748
C: -0.494 5.129 4.808
C: -1.269 6.220 5.189
C: -2.191 6.793 4.326
C: -2.345 6.296 3.039
C: -1.578 5.220 2.627
C: -0.680 4.643 3.518
N: 0.151 3.537 3.093
C: -0.264 2.440 2.496
N: -1.545 2.170 2.327
C: -2.104 1.199 1.459
C: -1.315 0.264 0.764
C: -1.951 -0.570 -0.175
C: -3.312 -0.492 -0.376
C: -4.070 0.412 0.365
C: -3.492 1.267 1.289
C: -4.334 2.255 2.060
N: 0.631 1.501 2.050
C: 1.904 1.834 1.484
C: 1.968 2.819 0.466
C: 3.171 3.124 -0.110
C: 4.326 2.443 0.307
C: 4.266 1.465 1.282
C: 3.063 1.146 1.912
C: 3.026 0.105 3.007
H: 0.365 4.885 6.760
H: 1.540 4.782 5.465
H: 0.438 3.427 5.783
H: -1.147 6.623 6.187
H: -2.782 7.638 4.654
H: -3.040 6.759 2.352
H: -1.644 4.872 1.600
H: 1.122 3.563 3.376
H: -2.194 2.829 2.746
H: -1.382 -1.299 -0.736
H: -3.792 -1.138 -1.099
H: -5.142 0.460 0.212
H: -5.389 2.023 1.942
H: -4.190 3.279 1.701
H: -4.126 2.233 3.134
H: 1.061 3.324 0.157
H: 3.231 3.881 -0.880
H: 5.282 2.691 -0.136
H: 5.171 0.956 1.589
H: 3.967 0.107 3.557
H: 2.934 -0.913 2.601
H: 2.224 0.274 3.723
S: 2.917 -7.181 0.458
N: 2.026 -6.498 1.605
C: 1.775 -5.265 1.198
C: 0.984 -4.286 1.918
C: 0.273 -4.546 3.096
C: -0.494 -3.548 3.661
C: -0.515 -2.291 3.080
N: 0.169 -2.026 1.960
C: 0.884 -3.021 1.358
C: 1.461 -2.709 0.055
N: 1.206 -1.460 -0.444
C: 1.587 -1.173 -1.692
C: 2.243 -2.095 -2.495
C: 2.544 -3.340 -1.985
C: 2.148 -3.664 -0.680
C: 2.345 -4.961 -0.061
N: 3.017 -5.970 -0.591
H: 0.323 -5.534 3.539
H: -1.075 -3.729 4.555
H: -1.082 -1.475 3.505
H: 1.355 -0.179 -2.051
H: 2.513 -1.825 -3.506
H: 3.067 -4.080 -2.579

***

(5)
Formula: C34H28N7O3Ti
Source: the Open Molecules 2025 dataset
Level of theory: wB97M-V/def2-TZVPD

Values from the calculation:
- Lowest unoccupied orbital energy: -3.4 eV
- Orbital gap: 7.008 eV
- ΔE to the lowest compared entry with this formula, charge and spin: 4.55 kcal/mol
- Total charge: +1

Atoms and positions in Å:
Ti: -0.080 -0.249 -0.213
C: 5.618 0.826 -1.617
C: 4.290 0.966 -0.931
C: 3.408 2.000 -1.262
C: 2.175 2.114 -0.661
C: 1.777 1.217 0.348
N: 0.521 1.199 0.968
C: -0.212 2.329 1.287
C: 0.300 3.630 1.306
C: -0.503 4.713 1.601
C: -1.860 4.559 1.885
C: -2.735 5.745 2.182
C: -2.364 3.270 1.911
C: -1.553 2.173 1.653
N: -2.109 0.867 1.836
C: -3.095 0.530 2.689
C: -3.330 -0.821 2.565
C: -2.424 -1.246 1.598
N: -1.672 -0.229 1.184
C: 2.649 0.153 0.636
C: 3.880 0.033 0.008
N: 2.235 -0.857 1.557
C: 2.950 -1.499 2.505
C: 2.153 -2.491 3.018
C: 0.938 -2.372 2.327
N: 0.997 -1.389 1.446
H: 5.878 1.731 -2.162
H: 5.595 0.000 -2.330
H: 6.411 0.619 -0.898
H: 3.692 2.713 -2.026
H: 1.493 2.898 -0.960
H: 1.350 3.786 1.101
H: -0.069 5.706 1.602
H: -2.490 6.585 1.534
H: -2.603 6.077 3.213
H: -3.789 5.505 2.043
H: -3.415 3.119 2.122
H: -3.546 1.263 3.332
H: -4.053 -1.409 3.100
H: -2.271 -2.230 1.183
H: 4.508 -0.818 0.241
H: 3.955 -1.194 2.742
H: 2.403 -3.194 3.793
H: 0.039 -2.959 2.428
O: -0.953 -5.366 -1.436
C: 0.379 -5.199 -1.425
C: 1.165 -6.352 -1.452
C: 2.539 -6.259 -1.414
C: 3.173 -5.017 -1.348
C: 2.407 -3.875 -1.322
C: 1.006 -3.941 -1.361
C: 0.248 -2.694 -1.319
O: 0.912 -1.557 -1.256
N: -1.063 -2.705 -1.323
N: -1.510 -1.390 -1.255
C: -2.587 -1.053 -1.858
C: -2.985 0.332 -1.949
C: -4.272 0.669 -2.390
C: -4.635 1.984 -2.563
C: -3.696 2.991 -2.321
C: -2.415 2.684 -1.910
C: -2.045 1.352 -1.712
O: -0.804 1.071 -1.315
H: -1.383 -4.489 -1.393
H: 0.663 -7.308 -1.501
H: 3.131 -7.165 -1.437
H: 4.252 -4.954 -1.324
H: 2.869 -2.898 -1.281
H: -3.172 -1.826 -2.351
H: -4.980 -0.126 -2.593
H: -5.632 2.238 -2.894
H: -3.974 4.027 -2.461
H: -1.681 3.457 -1.721

***

(6)
Formula: C34H29AlCl4IN7O3S2
Source: the Open Molecules 2025 dataset
Level of theory: wB97M-V/def2-TZVPD

Values from the calculation:
- Multiplicity: 2
- Lowest unoccupied orbital energy (spin up / spin down): -2.8 / -2.8 eV
- Orbital gap (spin up / spin down): 4.755 / 6.863 eV
- ΔE to the lowest compared entry with this formula, charge and spin: 0.23 kcal/mol
- Total charge: +1

Atoms and positions in Å:
Al: 0.228 0.052 0.958
Cl: 4.772 4.733 -0.585
C: 3.970 3.272 -0.093
C: 4.742 2.209 0.327
C: 4.124 1.026 0.729
I: 5.243 -0.619 1.346
C: 2.745 0.927 0.718
O: 2.050 -0.163 1.087
C: 1.977 2.005 0.271
N: 0.597 1.762 0.266
C: -0.191 2.768 -0.278
C: 0.329 3.968 -0.681
C: 1.699 4.246 -0.606
C: 2.562 3.211 -0.148
H: 5.818 2.303 0.342
H: -1.242 2.551 -0.400
H: -0.351 4.711 -1.075
H: 2.101 5.195 -0.922
Cl: -8.376 7.829 0.955
C: -7.403 6.428 0.664
C: -6.039 6.565 0.474
C: -5.285 5.432 0.226
C: -5.855 4.164 0.159
C: -4.953 2.987 -0.141
C: -4.805 2.051 1.056
N: -3.749 1.072 0.810
C: -3.816 -0.012 -0.039
C: -2.575 -0.557 -0.055
N: -1.750 0.177 0.780
C: -2.501 1.146 1.279
O: -5.393 2.182 -1.219
C: -4.884 2.577 -2.492
C: -5.214 3.996 -2.834
C: -4.303 5.003 -2.938
Cl: -2.600 4.868 -2.738
S: -5.016 6.528 -3.253
C: -6.582 5.831 -3.233
C: -6.541 4.493 -3.014
C: -7.227 4.065 0.367
Cl: -8.052 2.534 0.307
C: -8.007 5.183 0.616
H: -5.580 7.543 0.506
H: -4.221 5.537 0.049
H: -3.957 3.392 -0.369
H: -5.738 1.524 1.238
H: -4.539 2.617 1.948
H: -4.727 -0.272 -0.545
H: -2.213 -1.417 -0.586
H: -2.167 1.903 1.966
H: -5.338 1.890 -3.205
H: -3.799 2.429 -2.513
H: -7.448 6.451 -3.400
H: -7.420 3.865 -2.960
H: -9.072 5.081 0.767
O: 0.120 -1.466 -0.107
N: 1.242 -1.892 -0.709
C: 1.883 -1.077 -1.558
C: 3.054 -1.490 -2.151
C: 3.552 -2.751 -1.864
C: 2.857 -3.573 -0.990
C: 1.694 -3.115 -0.413
H: 1.432 -0.105 -1.704
H: 3.567 -0.814 -2.818
H: 4.477 -3.087 -2.312
H: 3.211 -4.562 -0.740
H: 1.092 -3.667 0.293
C: -1.914 1.883 6.069
C: -2.030 0.378 5.827
C: -1.005 -0.108 4.848
N: -0.996 0.200 3.606
N: 0.067 -0.344 2.916
C: 0.877 -1.056 3.687
N: 1.977 -1.687 3.259
S: 0.331 -1.120 5.320
H: -2.680 2.212 6.770
H: -2.040 2.433 5.137
H: -0.940 2.140 6.485
H: -3.016 0.127 5.433
H: -1.916 -0.167 6.765
H: 2.395 -1.288 2.410
H: 2.605 -2.062 3.950

***

no.,calculated total energy (eV)
1,-231139.301
2,-77688.396
3,-120054.933
4,-58810.393
5,-75399.138
6,-138758.966